(1)
12
Properties=species:S:1:pos:R:3:nbo_charge:R:1 method="wB97M-V/def2-TZVPD" homo_lumo_gap_ev="2.84 / 8.29" total_charge=-1 multiplicity=3 s2=2.0054 homo_ev="1.4 / -5.0" e_tot_ha=-285.7549 lumo_ev="4.24 / 3.28" relative_energy_ev=2.256
C -1.69113 0.21036 0.34532 -0.530
C -0.48536 0.57614 -0.47495 -0.497
C -0.54442 -0.77322 0.39916 -0.392
C 0.67769 0.09308 0.39649 -0.115
N 1.89474 -0.34782 -0.17294 -0.131
O 3.05410 0.22255 0.09441 -0.410
H -1.85692 0.83759 1.28679 0.160
H -2.50930 -0.14625 -0.16109 0.159
H -0.59249 0.80216 -1.52599 0.141
H -0.81262 -1.64419 -0.26304 0.122
H 1.07117 0.78300 1.19235 0.185
H 1.79455 -0.61340 -1.11651 0.307


(2)
32
Properties=species:S:1:pos:R:3:nbo_charge:R:1 method="wB97M-V/def2-TZVPD" homo_lumo_gap_ev=7.37 total_charge=-1 homo_ev=-4.0 e_tot_ha=-763.5629 lumo_ev=3.41 relative_energy_ev=1.491
C -1.02007 1.43192 -0.87930 0.739
C -0.49794 1.02569 1.47726 0.730
C 3.43978 0.85080 0.07400 -0.631
C -2.79784 -0.67114 0.99876 -0.437
C -1.73061 -1.34308 -1.03854 -0.475
C -0.74964 -1.83312 1.09159 -0.461
C 2.37590 1.16991 -0.91371 -0.484
C 1.59901 -0.08871 -1.26718 0.221
C -0.72987 0.48284 0.18258 -0.380
N 1.75453 -1.32692 -1.01374 -0.721
N -1.50211 -0.80925 0.31378 -0.223
O -1.78656 1.17041 -1.83585 -0.776
O 0.13502 2.17055 1.50995 -0.724
O -0.38694 2.53338 -0.81757 -0.791
O -0.82604 0.55800 2.58026 -0.760
H 2.96025 0.33653 0.84483 0.223
H 4.29081 0.48418 -0.38677 0.197
H 3.78009 1.79006 0.48418 0.206
H -2.50731 0.00620 1.93003 0.281
H -3.51805 -0.14156 0.41151 0.213
H -3.09171 -1.57551 1.31926 0.180
H -1.04725 -2.00945 -1.61298 0.226
H -2.63127 -1.97316 -1.12122 0.179
H -1.92079 -0.46120 -1.58592 0.297
H 0.19776 -1.93824 0.47085 0.253
H -0.41008 -1.37783 2.06806 0.272
H -1.19679 -2.82625 1.10087 0.194
H 1.57149 1.68047 -0.57026 0.264
H 2.57658 1.57875 -1.93104 0.212
H 0.81785 0.12834 -1.91878 0.164
H 0.21438 2.49666 0.54371 0.496
H 2.63744 -1.51925 -0.50862 0.313


(3)
25
Properties=species:S:1:pos:R:3:nbo_charge:R:1 method="wB97M-V/def2-TZVPD" homo_lumo_gap_ev="9.01 / 9.01" homo_ev="-9.0 / -9.0" e_tot_ha=-409.9318 lumo_ev="-0.03 / -0.03" relative_energy_ev=2.615
B 1.58594 -0.37996 0.26354 0.757
C 2.26167 -0.76816 1.56582 -0.104
C 0.20171 0.03694 -2.54927 -0.620
C 0.17994 1.95043 -1.15731 -0.626
C -1.66942 0.35111 1.25393 -0.609
C -0.35197 -1.72386 1.90880 -0.618
C -0.30444 0.55808 -1.15232 -0.067
C -0.82317 -0.76805 0.76633 -0.037
N 2.76962 -1.06536 2.56380 -0.252
N 0.23029 -0.18785 -0.01640 -0.706
H 2.71947 0.25193 -1.43134 -0.157
H -0.20309 -1.07808 -2.78922 0.199
H -0.05026 0.68031 -3.35931 0.214
H 1.35114 0.10282 -2.39471 0.236
H -0.55391 2.78634 -1.53199 0.223
H 1.17150 2.05393 -1.65391 0.229
H 0.45690 2.20542 -0.19691 0.214
H -2.34001 -0.02392 2.05113 0.218
H -1.10191 1.03860 1.77220 0.212
H -2.16146 0.79192 0.46341 0.210
H 0.04908 -1.13241 2.79092 0.221
H 0.59315 -2.46147 1.65711 0.231
H -1.16800 -2.30395 2.22434 0.219
H -1.38025 0.51370 -1.25183 0.217
H -1.46249 -1.42848 0.20321 0.196